No. 1
Molecular formula: C39H94BaF3N6O13S
Method: DFT, ωB97M-V/def2-TZVPD

F_max ... 2.34 eV/Å
E_LUMO ... -0.13214 Eh
Orbital gap ... 5.86 eV
Total charge ... +1
Total energy ... -97198.6935 eV

```
157
C39H94BaF3N6O13S ωB97M-V/def2-TZVPD
H 7.37254 -10.92842 -7.04041
H -0.70852 -8.02450 -3.09638
N 2.11952 -8.27041 -4.97025
H 9.02987 -13.61451 -2.40199
H 5.82019 -11.68129 1.00017
S 8.30121 -8.68202 0.62090
O 3.98774 -6.98629 2.23980
C 3.82891 -6.63925 -5.82579
C 3.27016 -6.87452 -2.69662
C 1.54623 -5.09751 4.35587
C 10.32999 -13.51307 -5.38575
H 6.58383 -10.65709 -4.55302
C -0.05326 -8.46162 -3.85130
N 9.59009 -12.33081 -4.85059
H 13.44214 -10.56984 -4.90834
H 0.75769 -5.83469 4.15882
H 1.32460 -4.22144 3.74582
C 6.27341 -4.69562 -3.54521
H 4.88849 -5.65348 -0.09845
H 9.97437 -4.91404 -0.31900
C 12.57361 -8.68095 -3.10785
H 10.37183 -2.59313 0.44948
H 11.78017 -13.95215 -6.94063
H 12.91451 -7.81545 -3.68051
O 7.54030 -9.32773 1.67800
H 3.94232 -9.32593 -6.64084
H 6.93774 -3.83044 -3.62184
H 0.32422 -6.30978 -5.50395
H 12.07008 -11.11480 -3.03616
H 8.40481 -12.57641 0.77674
H 3.04780 -7.82092 0.46847
H 10.76016 -11.02059 -5.52893
C 13.58685 -9.77829 -2.83074
H 8.14602 -12.59104 -1.25202
H 0.15641 -9.48440 -3.52834
H 0.03746 -5.77466 -3.84137
C 10.50213 -3.38965 1.19776
H 3.41112 -3.70535 3.65579
F 6.89199 -10.03891 -1.14472
H 11.29156 -3.11715 1.89750
H 7.02131 -5.81864 -1.29552
C 10.94742 -13.26656 -6.76279
H 7.16787 -11.22391 1.41147
H 7.40762 -15.25643 -6.18257
C 4.10114 -7.78207 -3.58836
H 8.05335 -11.97467 3.68802
H 1.31223 -9.33666 -6.30607
H 11.07195 -6.58302 -2.83441
H 1.61864 -5.52457 -4.50996
H 6.71144 -14.70454 3.42381
H 8.09851 -10.06267 -4.10426
H 10.18665 -5.96769 1.65988
H 8.95335 -14.55705 -0.07107
C 6.49200 -12.81643 2.53749
O 5.64439 -4.80118 -2.30085
C 8.01432 -14.35466 -6.11661
H 4.90658 -11.74091 5.48336
H 1.25443 -6.77731 -2.03952
C 1.85600 -7.48217 -2.61621
O 10.00618 -11.83541 -1.79443
H -0.62871 -8.51190 -4.77687
H 3.60396 -5.79226 -5.17771
C 11.41968 -13.82544 -4.35619
C 7.12925 -14.22658 2.53775
O 9.39230 -12.69690 0.80212
H 10.00675 -7.87050 -2.50135
H 8.16061 -14.04422 -7.15509
N 6.49697 -5.19069 1.25512
C 8.22843 -11.92131 -5.25464
F 6.07357 -8.07518 -0.69260
H 7.29258 -4.11608 -1.14697
O 10.45786 -11.22927 -4.62400
H 12.16144 -13.04683 -4.18558
H 14.37432 -9.57803 -2.10760
C 6.97188 -12.06396 3.81653
C 4.33759 -9.06945 -5.65505
O 9.51940 -9.39050 0.21119
N 6.70217 -12.12855 1.25390
H 8.98496 -2.65132 2.16554
H 1.89893 -6.75452 2.37259
C 6.48709 -4.86666 -1.16902
H 4.06879 -4.37474 4.93826
H 3.21697 -6.41040 4.63599
H 4.41293 -8.71379 -3.11941
C 8.33117 -11.25851 -6.62636
C 7.39494 -13.21174 -5.33135
H 3.77431 -6.87787 -1.72755
H 7.23228 -13.58590 -4.31558
H 6.94650 -5.56553 -3.67306
H 11.03060 -14.07729 -3.36473
C 2.89720 -5.64117 3.93190
H 9.72559 -15.53987 -6.05596
H 4.23689 -3.58715 1.19520
C 0.77455 -6.21096 -4.51858
C 9.56046 -13.66799 -0.24545
H 4.62364 -8.41733 0.96981
H 8.63848 -11.97379 -7.39252
H 3.26135 -8.89502 1.85906
H 5.55966 -4.82295 -4.35385
C 3.67859 -8.02145 1.33903
C 14.18566 -10.19886 -4.20950
H 11.49427 -12.31480 -6.86847
H 13.37040 -11.69256 -2.15075
H 1.49164 -4.96531 5.43591
H 5.00733 -7.17510 -3.72514
H 7.41399 -11.46058 -3.26126
H 10.61029 -13.97584 -0.20925
H 10.57191 -6.87662 -1.18516
H 11.74561 -9.13501 -3.66755
C 10.89783 -7.37905 -2.09378
H 3.24239 -6.59653 -6.74045
C 9.13524 -12.95602 -1.54275
H 6.57753 -11.04326 3.78872
H 9.22782 -15.04430 -4.42981
C 5.63685 -4.88238 0.10082
O 11.01065 -5.73990 1.21180
H 9.85739 -11.63244 -2.73354
C 7.17937 -8.75759 -0.89389
C 7.57055 -11.01151 -4.24184
Ba 11.69805 -10.84113 0.25813
H 5.78484 -2.85393 0.64764
C 5.28712 -12.75320 5.31216
C 3.53801 -7.94593 -5.02797
C 4.96530 -3.52880 0.39267
O 6.67477 -12.71548 5.01615
O 8.50326 -7.26286 0.80321
H 4.89603 -6.56559 -6.04203
O 9.28937 -3.53311 1.93672
O 12.01838 -8.18091 -1.88703
H 9.00038 -10.40060 -6.71813
H 7.18741 -4.44401 1.27047
H 4.73470 -13.18837 4.47891
F 7.78501 -8.23723 -1.95722
H 10.31228 -13.23801 -7.64579
N 3.91696 -4.54176 3.94228
H 6.84676 -14.78274 1.64550
H 11.93496 -14.75375 -4.61936
C 9.36007 -14.70228 -5.45892
H 11.67169 -4.45532 -0.26012
H 5.12429 -13.30147 6.23479
H 14.98735 -10.88800 -3.93890
H 14.70656 -9.35614 -4.66880
N 12.75937 -10.89906 -2.31918
C 2.84317 -6.20486 2.51542
O 1.50043 -8.39406 -6.23278
H 6.40598 -12.93902 -5.70727
H 4.26967 -9.99467 -5.07206
H 3.17331 -5.82884 -2.98233
H 1.87790 -8.47247 -2.15805
H 5.39137 -8.79094 -5.66778
C 1.20837 -7.62328 -4.02118
H 2.71397 -5.43785 1.73457
C 10.78371 -4.61072 0.35166
H 4.46068 -3.14342 -0.49683
H 8.20888 -14.11556 2.61986
H 6.96674 -6.06060 0.99888
H 5.41710 -12.92313 2.70589
```

No. 2
Molecular formula: C39H97N11O15
Method: DFT, ωB97M-V/def2-TZVPD

F_max ... 3.71 eV/Å
E_LUMO ... 0.01160 Eh
Orbital gap ... 8.21 eV
Total charge ... 0
Total energy ... -89118.5727 eV

```
162
C39H97N11O15 ωB97M-V/def2-TZVPD
C 10.64663 16.17270 18.02758
N 8.79180 14.46044 18.06472
N 9.91145 8.06612 14.04796
C 16.51809 16.45894 17.03850
H 12.16256 11.90129 15.67094
H 14.36296 7.00045 15.60104
H 14.10342 17.39486 16.00740
N 17.36350 15.06642 10.25607
C 14.55902 10.73343 12.05301
H 15.82106 10.21622 7.75618
H 7.22062 9.58794 17.35700
H 17.55284 16.51383 16.70895
H 16.69616 11.84906 15.32433
C 10.88575 13.76500 17.06014
C 14.59165 7.95328 15.09261
H 11.78662 14.11913 16.50870
H 9.32367 6.04953 15.64365
H 11.87036 13.66431 18.85717
C 15.98741 13.59465 16.75746
H 11.06017 17.72822 13.50994
C 16.77139 14.16970 17.96904
C 16.86665 11.41552 12.47305
H 14.42879 9.46963 8.63310
O 12.51230 14.10819 14.26764
H 9.28301 12.84556 10.51392
H 10.32379 13.11453 16.40136
H 7.73526 13.28786 16.79696
H 13.36135 12.52678 10.37344
H 14.17464 10.64079 7.33286
H 10.22282 11.95674 19.89321
H 13.51644 9.27934 16.41015
H 8.48818 10.17139 15.03002
H 10.48730 6.29451 16.90488
H 16.95007 11.64175 17.08866
C 9.54247 15.46957 15.86086
C 13.42334 10.47204 11.11196
H 17.78382 14.09944 17.60269
H 15.41570 9.69392 17.63025
H 12.30635 12.80120 12.77835
H 14.75720 12.31630 18.03979
N 15.20194 14.77450 11.24869
H 18.12091 15.65977 9.94263
H 13.86513 16.21032 17.22672
O 8.53862 14.60833 13.02004
H 10.25184 13.17702 8.63202
O 16.15671 16.87086 10.87394
H 17.18280 16.07476 18.90035
H 15.89546 17.88127 14.84764
H 8.10487 15.94088 19.11546
N 13.44172 17.74526 12.09737
H 17.13704 16.68358 14.38804
O 7.82675 15.49056 18.31636
H 11.63008 9.96612 14.91631
H 14.39611 14.15395 14.55973
H 10.36309 15.65804 15.15189
H 12.46262 10.51293 11.58909
H 16.77923 10.89864 13.45168
O 7.90121 10.48084 10.07153
C 16.42552 15.62156 18.25524
H 9.84180 9.85087 9.96073
H 9.43368 7.31862 13.55452
H 8.95344 16.35254 16.06284
H 14.32502 11.67770 12.57799
N 11.37615 16.87992 13.05983
C 9.33787 14.31034 20.62762
C 12.54127 16.72114 12.25183
H 6.90627 12.62891 12.48149
H 14.04650 13.89898 17.73772
H 15.40065 13.80318 11.03760
C 9.27012 10.68308 10.38557
H 11.07848 15.78865 18.94554
H 10.84258 12.91425 13.85851
C 14.77565 11.54928 9.24230
O 15.85692 7.79604 14.42238
C 8.97743 13.59656 19.30239
H 12.48216 14.70619 13.51160
C 11.21863 13.00823 18.28056
C 14.61857 13.08324 17.27104
H 17.89201 12.82548 16.23131
C 8.10264 10.62130 15.95686
C 7.48119 11.92143 15.30533
H 13.90574 12.80380 7.75514
H 12.69242 11.43488 9.23878
H 15.45500 15.74354 18.69842
H 8.72567 15.20470 20.78868
C 14.19578 16.32793 16.20479
H 11.44030 16.58831 17.45983
N 6.49415 13.56432 12.47815
C 14.77379 12.83837 8.41979
N 15.87877 11.63374 10.26402
C 9.99933 12.47778 18.97982
H 14.38248 17.53357 11.85258
N 10.18394 6.48954 15.95311
C 13.47389 11.52488 10.00224
H 5.69385 16.03670 13.19618
C 7.60040 12.91467 19.49504
H 16.24603 17.48267 17.30908
H 17.48224 14.07454 10.05684
H 13.21274 18.62555 12.51856
O 17.16940 11.74001 9.63386
H 7.74741 12.18456 20.27217
C 16.21428 15.64239 10.80571
O 11.39698 8.44026 15.88033
C 10.60769 7.66236 15.29462
H 17.15492 9.15197 10.52048
H 6.79887 13.59862 19.70697
H 14.01336 12.66845 16.47516
H 9.90336 16.91496 18.27637
H 10.80872 12.04411 10.76683
H 9.39592 10.53408 11.47896
O 15.44281 8.87596 17.10877
H 15.52098 16.52773 13.73318
C 11.90795 12.91150 13.79267
H 16.46113 8.20896 15.06997
H 9.25310 13.66420 21.49104
H 9.49014 11.80136 18.33135
H 17.91161 11.36344 12.16329
H 8.94767 14.65259 15.42541
H 13.42739 9.45481 10.65618
C 16.32766 9.23272 11.22487
O 12.64357 15.69193 11.57256
O 7.00260 9.89095 16.47087
H 17.52923 10.83692 9.68689
C 14.81199 10.37808 8.18518
C 9.98896 14.98080 17.27425
H 8.94893 10.68857 16.65336
H 5.58398 13.69780 12.05876
C 14.53347 9.13823 16.01099
H 13.85290 8.10592 14.30232
H 14.72206 13.69087 9.06824
H 15.47461 8.64746 10.81461
H 6.62811 11.73146 14.62710
H 7.22561 16.69010 13.23156
O 15.37031 14.04742 14.51392
H 14.81498 10.00992 15.42947
H 14.27920 15.19198 11.33525
H 10.69207 16.15354 12.94716
C 12.44602 11.76703 14.64257
H 10.38740 14.60668 20.63064
C 7.32408 14.69628 12.80953
H 8.30301 12.32377 14.67745
H 7.24530 12.39189 18.60942
C 9.88716 12.03635 10.18697
H 16.60958 8.82797 12.18449
O 7.00688 12.84143 16.27755
H 13.50342 11.61711 14.48128
H 11.86916 12.17981 17.97173
H 10.31850 8.79574 13.47789
C 16.88404 12.37492 16.27420
H 15.66599 12.83875 7.80704
N 6.64738 15.96386 12.84869
H 16.56976 12.45886 12.58498
N 15.95664 14.58834 15.66265
C 16.07542 16.80453 14.61659
H 7.80935 10.59438 9.13021
H 16.67336 13.54478 18.87519
H 14.49035 9.96823 12.83856
O 10.07319 12.23467 8.72698
C 15.93116 10.72994 11.46259
O 11.63409 10.61591 14.21657
C 15.65584 16.01399 15.89965
H 13.50274 15.79825 15.56148
```

No. 3
Molecular formula: C39H99N5O13
Method: DFT, ωB97M-V/def2-TZVPD

F_max ... 2.08 eV/Å
E_LUMO ... 0.01796 Eh
Orbital gap ... 9.06 eV
Total charge ... 0
Total energy ... -76108.9190 eV

```
156
C39H99N5O13 ωB97M-V/def2-TZVPD
H -6.67514 -17.39741 -12.41468
H -10.11119 -15.13095 -15.00252
H -8.60643 -13.63350 -16.11840
H -10.42423 -13.63906 -21.09514
C -11.80966 -15.58095 -12.68754
H -1.41448 -21.21805 -11.09697
C -4.67277 -9.67361 -7.13285
C -10.74777 -12.96578 -20.29288
H -7.44890 -12.28461 -18.28852
C -10.82248 -11.83763 -14.02224
O -13.95132 -14.69990 -12.27227
O -6.15603 -13.08454 -11.87611
H -4.47910 -19.13841 -10.92592
H -12.10645 -16.59579 -12.96776
H -4.88952 -21.55184 -11.67068
H -5.03351 -11.31860 -15.77448
H -3.56126 -10.62403 -15.08062
O -9.96702 -11.80608 -15.14003
H -8.05802 -8.80012 -10.90550
H -8.74092 -15.94396 -8.62000
H -12.86955 -15.24306 -15.96269
H -9.01831 -17.38518 -11.32079
C -12.71084 -14.98213 -11.60487
C -12.54186 -14.21516 -15.80167
C -4.56473 -10.99406 -14.84482
H -13.68176 -13.31063 -17.35917
C -7.03285 -18.13591 -11.68252
O -5.67594 -9.96669 -6.19145
N -11.26624 -14.01775 -16.47055
H -2.06191 -10.53542 -13.24116
H -6.30326 -10.24319 -13.78711
H -4.55738 -8.59602 -7.31111
H -10.84326 -10.24098 -10.56208
H -8.14659 -12.00631 -20.50871
C -8.17060 -9.82942 -10.53769
H -6.20074 -6.96015 -15.36693
H -11.30744 -17.32919 -5.74724
C -7.50230 -13.48239 -12.08516
H -11.55250 -12.63627 -14.15282
C -6.88812 -10.41070 -10.09747
H -11.09970 -12.07876 -20.83964
H -11.63732 -13.32198 -19.77533
H -7.59715 -12.07324 -16.08965
H -7.41104 -13.81550 -14.27956
H -10.87949 -13.10339 -16.24409
H -8.93976 -14.36757 -17.68848
H -8.73353 -14.53370 -13.39514
H -3.95640 -11.42331 -12.08299
C -4.41865 -20.78132 -12.29945
H -12.40408 -14.05005 -14.72226
H -11.44352 -16.88594 -8.67564
H -9.01999 -14.49554 -11.05697
H -11.13174 -15.12051 -8.47389
O -9.70345 -12.73795 -19.38560
H -3.45212 -13.03464 -12.35865
O -3.01591 -20.80456 -12.22340
C -7.97536 -14.24785 -10.83901
H -7.22755 -10.61828 -18.88082
C -8.91668 -16.65287 -7.81861
H -10.01299 -15.53768 -6.41685
H -7.83481 -17.26176 -14.04864
H -7.01666 -11.42793 -9.70066
H -16.00452 -13.32011 -17.38548
C -4.97094 -19.43050 -11.85779
C -8.91424 -14.56445 -16.61105
C -10.25826 -15.00779 -16.08683
O -10.49451 -17.55397 -6.21236
H -9.58229 -16.87161 -13.94113
H -5.35434 -11.28754 -8.30833
O -14.86332 -13.57002 -15.70564
H -10.95709 -9.73522 -8.87670
N -4.45886 -12.18663 -14.01070
H -5.80437 -12.77543 -12.73470
H -8.63246 -10.37023 -11.37490
H -4.74121 -9.57937 -4.41338
H -3.73632 -10.14163 -6.81777
H -8.17004 -12.61214 -12.19722
H -4.60313 -18.66766 -12.56713
O -1.25320 -12.07950 -12.23360
O -9.08114 -9.84306 -9.44129
H -8.87960 -19.03385 -11.00855
H -8.06506 -16.68210 -7.12903
H -4.72325 -21.08257 -13.30458
C -13.60564 -13.23458 -16.26977
H -4.11429 -12.98009 -14.53561
H -4.73008 -9.47854 -13.38122
C -2.49609 -21.22362 -10.97509
H -6.11481 -10.47100 -10.86739
H -5.84370 -7.35753 -13.70849
H -15.70055 -11.82119 -16.48320
C -8.83923 -17.68045 -14.01510
H -8.39386 -10.94406 -14.06146
C -8.55314 -18.29398 -11.73912
H -10.60580 -15.92851 -16.55859
C -15.90037 -12.89800 -16.38563
H -6.55582 -14.20143 -16.84639
C -5.59315 -9.22467 -5.00828
H -1.84137 -11.96310 -14.24984
H -7.32577 -8.04778 -14.50952
C -3.54931 -12.07057 -12.86147
H -12.26563 -15.93840 -7.39773
C -2.13171 -11.63466 -13.24328
H -5.93699 -15.54339 -15.87463
H -6.50637 -9.30416 -4.41977
C -12.18487 -13.67566 -11.05215
H -7.18432 -10.31357 -16.20280
O -7.98578 -15.61583 -16.39245
N -6.41967 -19.45045 -11.82256
H -11.94212 -14.96644 -13.57758
C 0.07261 -11.64535 -12.37850
H -11.35784 -10.87949 -13.99131
H -5.46588 -8.14673 -5.17458
O -5.57692 -8.86981 -15.15716
H 0.15692 -10.57011 -12.58577
H -2.75432 -20.57785 -10.13329
H -13.34860 -12.22836 -15.92781
C -6.27575 -7.75981 -14.62939
H -16.79012 -12.90576 -15.76010
H -2.82030 -22.25318 -10.80035
C -8.93374 -10.84967 -15.00678
H -8.00461 -13.57328 -9.98673
H 0.56272 -11.93097 -11.45127
H -6.99835 -9.47363 -8.32907
H -4.24082 -10.15242 -9.15668
H -6.73203 -19.84801 -12.70427
C -7.96938 -11.35685 -18.57004
C -5.35714 -9.86916 -14.19026
C -5.09732 -10.22917 -8.48403
H 0.58908 -12.10592 -13.23269
H -8.82818 -17.67749 -8.20112
H -14.41624 -15.52041 -12.45772
H -9.56891 -11.51550 -17.33285
H -10.74926 -15.67072 -12.43771
H -12.24793 -12.84675 -11.75888
H -10.35440 -11.98105 -13.04193
C -7.66369 -14.30530 -13.33675
O -9.08863 -18.61273 -12.99407
H -11.14204 -13.75190 -10.73501
N -6.27550 -9.59069 -9.03273
H -12.74814 -13.40820 -10.15589
C -6.65069 -15.27689 -16.65662
C -10.42229 -9.56635 -9.81070
H -7.06852 -15.21638 -13.23997
H -10.49541 -8.52608 -10.13567
C -8.86700 -11.65531 -19.75220
H -6.31589 -15.78290 -17.56892
H -7.39425 -15.16231 -10.74731
H -9.34671 -9.84002 -15.11874
C -7.99082 -11.04706 -16.20069
H -12.91012 -15.59160 -10.71916
H -6.71263 -17.72446 -10.72099
C -11.33996 -16.06105 -7.96639
H -9.11172 -18.11149 -14.98005
C -10.19145 -16.43907 -7.02167
N -8.75434 -10.91592 -17.42452
H -9.40215 -10.81832 -20.20088
```

Among the records above, which one has the highest F_max?
C39H97N11O15

Which value of total energy does entry 2 give?
-89118.5727 eV

total energy of number 3 (C39H99N5O13)?
-76108.9190 eV